{
  "formula": "CHClO3",
  "method": "ωB97M-V/def2-TZVPD",
  "species": ["C", "O", "O", "O", "Cl", "H"],
  "coordinates": [[0.047287, -0.338119, -0.379212], [-0.570925, -1.490845, -0.399667], [1.618870, -0.186398, -0.007716], [-0.584950, 0.867343, -0.044403], [-2.011163, 1.646867, -0.073951], [1.500883, -0.498847, 0.904950]],
  "forces_ev_per_angstrom": [[-2.8, -5.2, 3.1], [4.2, 7.1, -0.8], [-5.2, -0.1, -1.4], [4.6, -1.0, -0.3], [-1.2, -0.7, -0.6], [0.4, -0.1, 0.0]],
  "molar_mass_da": 96.47,
  "smiles": "O=C(O)OCl",
  "total_energy_ha": -724.46648,
  "de_lowest_kj_mol": 314.1,
  "homo_lumo_gap_ev": 10.1,
  "total_charge": 0
}